Record 1
Below is C39H45N11S2Se2Sm as an isolated structure in a non-equilibrium geometry, with properties calculated with the ωB97M-V functional and the def2-TZVPD basis.

The geometry in XYZ format:
```
100
Properties=species:S:1:pos:R:3:mulliken_spin:R:1
Sm -11.77 11.74 18.54 5.06
N -12.80 14.05 18.75 -0.01
C -13.06 14.47 20.12 0.00
C -11.90 14.21 20.99 0.00
N -11.63 12.77 21.07 -0.01
C -12.57 12.06 22.06 0.00
C -13.71 11.30 21.37 0.00
N -13.13 10.47 20.28 -0.01
H -13.65 14.12 18.17 0.00
H -12.11 14.64 18.34 0.00
H -13.30 15.51 20.21 0.00
H -13.98 14.00 20.39 0.00
H -10.98 14.72 20.57 0.00
H -12.03 14.56 21.98 0.00
H -10.69 12.65 21.35 0.00
H -12.00 11.34 22.63 0.00
H -13.04 12.74 22.77 0.00
H -14.14 10.64 22.12 0.00
H -14.52 11.90 20.94 0.00
H -12.62 9.75 20.78 0.00
H -13.87 9.93 19.84 0.00
S -11.57 12.22 15.78 -0.01
C -12.84 11.26 15.19 0.00
N -12.70 10.59 14.05 0.00
C -13.93 10.17 13.37 0.00
C -14.96 11.33 13.48 0.00
N -15.21 11.62 14.93 0.00
C -16.56 11.92 15.45 0.00
C -17.07 13.13 14.72 0.00
C -16.55 14.38 14.96 0.00
C -17.09 15.53 14.41 0.00
C -18.25 15.44 13.64 0.00
C -18.73 14.16 13.27 0.00
C -18.19 13.00 13.91 0.00
C -14.20 11.36 15.76 0.00
S -14.35 11.19 17.38 -0.01
C -11.39 10.20 13.46 0.00
C -11.36 10.74 12.06 0.00
C -11.15 12.17 11.81 0.00
C -11.27 12.55 10.51 0.00
C -11.48 11.65 9.48 0.00
C -11.59 10.29 9.68 0.00
C -11.62 9.87 11.00 0.00
H -14.27 9.16 13.76 0.00
H -13.65 10.10 12.30 0.00
H -15.95 11.18 12.98 0.00
H -14.52 12.16 12.89 0.00
H -16.53 12.16 16.50 0.00
H -17.22 11.06 15.44 0.00
H -15.71 14.54 15.63 0.00
H -16.62 16.55 14.51 0.00
H -18.67 16.33 13.21 0.00
H -19.62 14.14 12.64 0.00
H -18.59 12.08 13.69 0.00
H -11.33 9.12 13.43 0.00
H -10.64 10.55 14.15 0.00
H -10.80 12.92 12.53 0.00
H -11.14 13.58 10.28 0.00
H -11.33 12.00 8.44 0.00
H -11.67 9.59 8.84 0.00
H -11.80 8.79 11.15 0.00
Se -4.93 14.00 22.43 0.00
N -5.84 12.52 22.46 0.00
C -6.72 12.57 21.46 0.00
C -7.70 11.50 21.15 0.00
C -7.72 10.30 21.85 0.00
C -8.74 9.41 21.59 0.00
C -9.66 9.75 20.60 0.00
N -9.60 10.86 19.85 0.00
C -8.63 11.75 20.16 0.00
C -8.56 12.95 19.32 -0.01
N -9.59 13.09 18.46 -0.01
C -9.49 14.15 17.61 0.00
C -8.42 15.01 17.60 0.00
C -7.51 14.94 18.65 0.00
C -7.50 13.90 19.52 0.00
C -6.66 13.78 20.68 0.00
N -5.75 14.68 21.03 0.00
H -7.03 10.09 22.66 0.00
H -8.87 8.52 22.16 0.00
H -10.46 9.10 20.22 0.00
H -10.30 14.24 16.92 0.00
H -8.50 15.84 16.92 0.00
H -6.77 15.72 18.79 0.00
C -8.25 9.79 16.79 0.00
N -8.61 8.56 17.42 0.00
C -7.70 7.51 17.40 0.00
C -8.43 6.38 17.63 0.00
N -9.74 6.77 17.78 0.00
C -10.89 5.93 18.10 0.00
C -9.85 8.10 17.59 0.00
Se -11.53 8.96 17.60 -0.01
H -7.18 9.74 16.55 0.00
H -8.43 10.68 17.36 0.00
H -8.78 9.83 15.83 0.00
H -6.64 7.74 17.25 0.00
H -8.24 5.35 17.75 0.00
H -10.61 4.91 18.36 0.00
H -11.56 5.77 17.21 0.00
H -11.52 6.41 18.84 0.00
```

Results
**Expectation value of S²**: 8.76
**M**: 1040.280 Da
**Energy**: -8371.98519 a.u.
**Energy relative to the best compared isomer or geometry (same formula, charge and spin)**: 128.3 kJ/mol
**2S+1**: 6
**Total charge**: +3


Record 2
Below is a 2-piece molecular cluster, C39H45N3P overall, with properties calculated with the ωB97M-V functional and the def2-TZVPD basis.

The geometry in XYZ format:
```
88
Properties=species:S:1:pos:R:3:lowdin_charge:R:1
C 5.47 1.70 2.41 -0.03
C 4.07 1.20 2.36 -0.23
C 3.82 -0.17 2.14 -0.01
C 2.53 -0.65 2.10 0.02
C 1.39 0.20 2.29 -0.17
C 0.12 -0.41 2.27 0.11
C -1.17 0.13 2.50 -0.18
C -2.28 -0.77 2.36 0.02
C -3.58 -0.35 2.56 -0.01
C -3.87 0.98 2.89 -0.23
C -5.28 1.42 3.09 -0.03
C -2.80 1.88 3.03 0.00
C -1.49 1.47 2.86 0.02
C 1.68 1.59 2.46 0.02
C 2.98 2.06 2.52 0.00
H 5.48 2.77 2.64 0.08
H 6.07 1.18 3.16 0.10
H 5.99 1.56 1.45 0.10
H 4.67 -0.83 1.99 0.13
H 2.34 -1.71 1.93 0.11
H 0.13 -1.48 2.02 0.10
H -2.07 -1.81 2.10 0.12
H -4.42 -1.05 2.46 0.13
H -5.31 2.49 3.32 0.08
H -5.89 1.23 2.21 0.10
H -5.75 0.88 3.92 0.10
H -3.02 2.92 3.29 0.13
H -0.71 2.20 3.02 0.09
H 0.88 2.32 2.53 0.09
H 3.18 3.12 2.69 0.13
C -5.40 -8.33 3.76 -0.08
N -4.22 -8.39 2.92 -0.24
C -3.95 -9.70 2.39 -0.07
C -3.22 -7.44 3.04 -0.25
C -2.53 -6.99 1.88 -0.02
C -1.50 -6.09 2.01 -0.12
C -1.08 -5.64 3.28 -0.41
P 0.38 -4.53 3.34 1.05
C 0.50 -4.29 5.16 -0.41
C 1.22 -5.16 5.99 -0.08
C 1.14 -5.04 7.37 -0.01
C 0.37 -4.01 7.94 -0.25
N 0.26 -3.92 9.32 -0.24
C 0.70 -2.74 10.02 -0.07
C 0.20 -5.11 10.13 -0.08
C -0.31 -3.09 7.10 -0.02
C -0.27 -3.25 5.73 -0.12
C 1.72 -5.76 3.12 -0.40
C 3.04 -5.26 3.00 -0.11
C 4.11 -6.13 2.93 -0.02
C 3.90 -7.52 3.04 -0.25
N 4.97 -8.40 3.07 -0.24
C 4.96 -9.56 3.93 -0.08
C 5.88 -8.50 1.96 -0.07
C 2.59 -8.02 3.15 -0.01
C 1.52 -7.15 3.16 -0.08
C -1.77 -6.10 4.42 -0.08
C -2.84 -6.96 4.30 -0.01
H -5.60 -7.29 4.05 0.09
H -6.25 -8.71 3.17 0.09
H -5.30 -8.95 4.66 0.09
H -2.97 -9.71 1.90 0.09
H -3.96 -10.45 3.20 0.09
H -4.73 -9.98 1.68 0.09
H -2.86 -7.34 0.91 0.12
H -0.98 -5.73 1.11 0.10
H 1.84 -5.96 5.59 0.10
H 1.70 -5.71 8.01 0.12
H 0.78 -1.90 9.33 0.08
H -0.02 -2.52 10.81 0.09
H 1.67 -2.92 10.50 0.09
H -0.27 -5.93 9.56 0.09
H 1.19 -5.43 10.48 0.09
H -0.41 -4.88 11.01 0.09
H -0.91 -2.31 7.56 0.11
H -0.85 -2.58 5.08 0.09
H 3.22 -4.18 2.99 0.09
H 5.14 -5.76 2.86 0.11
H 4.35 -9.36 4.81 0.09
H 4.57 -10.45 3.40 0.09
H 5.99 -9.77 4.23 0.09
H 5.80 -7.61 1.33 0.09
H 6.91 -8.59 2.34 0.09
H 5.67 -9.40 1.36 0.09
H 2.42 -9.10 3.20 0.11
H 0.52 -7.58 3.24 0.11
H -1.45 -5.81 5.43 0.10
H -3.36 -7.32 5.19 0.11
```

Results
**M**: 586.784 Da
**Energy**: -2018.44856 a.u.
**2S+1**: 1
**Total charge**: +1


Record 3
Below is C39H46AsIO3P as an isolated structure, with properties calculated with the ωB97M-V functional and the def2-TZVPD basis.

The geometry in XYZ format:
```
91
Properties=species:S:1:pos:R:3:lowdin_charge:R:1
O -2.55 -0.14 0.21 0.04
C -3.70 -0.33 -0.09 -0.38
O -4.28 -0.10 -1.25 -0.05
C -3.44 -0.15 -2.44 -0.28
C -2.89 1.21 -2.86 -0.44
As -4.35 2.41 -3.68 0.35
P -3.67 4.51 -2.60 0.24
O -4.18 4.25 -1.04 -0.55
I -1.16 4.41 -2.44 0.27
H -4.43 -0.74 0.63 0.14
H -2.63 -0.87 -2.29 0.11
H -4.11 -0.52 -3.23 0.08
H -2.16 1.03 -3.66 0.05
H -2.39 1.65 -1.99 0.02
H -5.29 2.13 -2.42 -0.06
H -5.49 3.34 -4.30 -0.12
H -3.39 2.79 -4.90 -0.08
H -4.93 1.15 -4.45 -0.07
H -3.83 4.96 -0.48 0.00
C 0.44 4.25 3.20 -0.11
C -0.02 3.13 3.88 -0.11
C -0.98 2.31 3.30 -0.10
C -1.48 2.62 2.04 -0.07
C -1.02 3.74 1.36 -0.10
C -0.06 4.55 1.94 -0.09
H 1.19 4.89 3.66 0.09
H 0.38 2.89 4.86 0.09
H -1.34 1.44 3.82 0.08
H -2.22 1.98 1.58 0.09
H -1.40 3.95 0.37 -0.01
H 0.30 5.43 1.41 0.10
C -3.10 -3.24 -6.55 -0.09
C -3.39 -4.57 -6.81 -0.11
C -3.84 -5.40 -5.79 -0.11
C -4.00 -4.89 -4.51 -0.10
C -3.71 -3.56 -4.25 -0.09
C -3.25 -2.74 -5.27 -0.08
H -2.75 -2.60 -7.35 0.10
H -3.27 -4.97 -7.81 0.10
H -4.06 -6.44 -5.99 0.09
H -4.35 -5.53 -3.71 0.10
H -3.84 -3.16 -3.25 0.10
H -3.03 -1.70 -5.06 0.10
C -1.87 -2.09 5.53 -0.10
C -1.70 -1.36 4.36 -0.10
C -0.49 -1.40 3.68 -0.09
C 0.55 -2.17 4.17 -0.09
C 0.39 -2.89 5.35 -0.12
C -0.82 -2.85 6.03 -0.11
H -2.81 -2.05 6.06 0.10
H -2.52 -0.77 3.97 0.10
H -0.36 -0.83 2.77 0.11
H 1.50 -2.20 3.64 0.10
H 1.21 -3.49 5.73 0.10
H -0.94 -3.41 6.95 0.10
C 4.27 -1.82 8.42 -0.10
C 3.25 -1.43 7.56 -0.09
C 1.95 -1.32 8.02 -0.10
C 1.66 -1.60 9.35 -0.09
C 2.67 -1.99 10.21 -0.10
C 3.98 -2.10 9.75 -0.10
H 5.28 -1.91 8.06 0.10
H 3.48 -1.21 6.52 0.10
H 1.16 -1.03 7.34 0.09
H 0.64 -1.52 9.71 0.10
H 2.45 -2.21 11.25 0.10
H 4.77 -2.41 10.42 0.10
C 1.17 1.54 -3.74 -0.10
C 1.92 1.67 -4.90 -0.10
C 2.30 0.53 -5.61 -0.13
C 1.91 -0.72 -5.17 -0.12
C 1.16 -0.85 -4.01 -0.10
C 0.79 0.28 -3.29 -0.09
H 0.86 2.41 -3.18 0.01
H 2.21 2.65 -5.25 0.10
H 2.89 0.63 -6.51 0.10
H 2.20 -1.61 -5.72 0.10
H 0.86 -1.83 -3.66 0.10
H 0.20 0.19 -2.39 0.10
C 7.01 2.25 -2.27 -0.11
C 6.50 1.20 -1.52 -0.10
C 5.46 0.43 -2.02 -0.09
C 4.91 0.72 -3.26 -0.08
C 5.42 1.77 -4.01 -0.09
C 6.46 2.54 -3.51 -0.10
H 7.82 2.85 -1.88 0.10
H 6.93 0.97 -0.55 0.10
H 5.06 -0.38 -1.43 0.10
H 4.09 0.13 -3.65 0.08
H 4.99 2.00 -4.98 0.09
H 6.85 3.37 -4.10 0.10
```

Results
**M**: 795.594 Da
**Energy**: -4614.15719 a.u.
**2S+1**: 1
**Total charge**: -1